No. 1
Computed, not measured: a 5-piece molecular cluster, C42H66N9O4 overall at a distorted geometry, with the ωB97M-V functional and the def2-TZVPD basis.

Summary:
Maximum force (eV/A): 7.96
Frontier orbital gap (eV): 6.20
Charge: +1
E (eV): -66196.33193

Structure (XYZ):
```
121
Properties=species:S:1:pos:R:3:forces:R:3
C -1.1739 -5.0449 2.7800 -0.7 -1.8 0.4
C 6.4377 4.4372 -2.4315 0.0 0.1 -0.1
H 0.0907 4.5686 -1.5593 -0.2 0.2 -0.3
H 3.4991 -2.1149 -1.6089 -0.3 2.1 -1.6
H -1.3906 -6.7091 -3.9797 0.5 2.4 1.0
H -1.2453 -4.1172 -0.9057 1.8 -0.3 -1.2
C -2.5093 5.6732 -3.0587 -0.1 0.0 0.4
C 1.2260 0.1311 6.4395 -2.9 0.8 -2.4
H -0.9619 3.1000 5.1024 0.8 -2.4 0.5
H 2.1100 -3.3432 0.3824 -2.4 -0.6 -0.8
O -5.8049 2.7924 2.8766 0.9 -1.2 2.4
H -5.9449 0.6629 3.1140 -1.2 1.6 0.9
C -6.5194 1.6174 3.4769 -0.2 0.2 -0.5
N -0.8448 -2.6442 2.8135 -0.6 2.3 -0.5
N 0.1781 -2.3530 0.4572 -3.3 2.4 3.1
C 1.0312 -2.7275 5.9109 0.3 1.9 -0.3
H 0.4584 4.5707 -4.0439 -0.2 0.1 0.0
H 6.0867 5.4599 -2.4686 0.1 -0.2 0.0
C 7.4242 2.4363 -2.7221 -0.1 -0.3 0.3
C -7.4781 -7.3598 -4.8551 -0.1 -0.1 0.0
H -3.1202 -4.5414 -2.5652 0.8 -1.3 -2.0
H 0.6939 -3.9797 2.8987 -1.2 0.3 0.2
H 8.8988 9.4506 0.7703 0.0 -0.1 -0.1
O -0.6223 -5.6169 -2.3078 0.0 2.5 -0.2
N 0.0566 -1.2047 -0.3600 -3.2 4.6 -0.6
H -2.4147 -4.6265 0.8593 -0.4 0.2 2.3
N -1.3161 -0.5716 1.5793 4.7 -3.2 -5.6
C 3.3898 -1.0576 -2.1476 0.4 0.2 1.3
H 1.9045 -2.6780 6.6984 -2.0 -0.3 -1.4
H 7.8705 4.1681 -4.0697 -0.1 -0.1 0.1
H 0.1392 -3.4111 6.2422 2.0 1.2 -0.7
H -4.7192 3.8502 4.5053 0.1 -1.7 -1.6
H -7.6161 1.6173 3.0264 2.4 0.0 1.1
C -1.3614 0.7266 4.5610 3.2 -0.3 2.2
C -0.6509 -1.9278 1.6617 -0.7 1.3 -0.8
C 0.9664 -3.5987 0.1519 2.6 -1.1 -0.6
H 8.0398 1.6345 -3.1086 -0.1 0.1 0.1
C -1.2657 -5.5733 -3.6332 -0.6 -1.6 -0.9
C -2.7777 -4.9308 -3.6361 0.3 1.0 0.2
H -3.5138 6.0696 -3.1320 0.2 -0.1 0.0
H 1.7071 1.7491 -2.5512 1.1 -0.7 1.8
C -1.6289 5.3861 -4.1291 0.4 -0.2 -0.1
H -2.2953 0.9224 3.8467 2.3 -0.5 1.8
C -0.4615 4.9027 -3.5817 0.0 -0.1 -0.2
C 9.7156 7.7859 -1.9577 0.0 0.1 0.0
H 0.7132 -4.5387 0.7981 -0.3 2.3 -0.8
C 0.4748 -1.1730 5.7183 -1.4 3.6 -0.7
C 6.5777 2.3508 -1.6395 0.0 -0.2 -0.1
H -3.2771 -5.6713 2.1676 1.6 2.1 -0.3
H -0.5081 -5.8182 2.1703 -1.6 1.5 1.1
H -1.2332 3.5561 0.5670 -0.2 -2.6 0.7
H 8.9465 5.8739 -1.4486 0.0 0.3 0.1
H -2.2967 -2.9719 -3.9861 -1.0 -1.6 -1.0
H -0.5538 -5.0761 -4.4347 -1.6 -0.6 1.7
C 0.7152 1.6785 6.2230 -2.2 -3.0 -2.0
C 9.7129 8.9733 -1.2604 0.1 -0.1 -0.3
H -3.1913 -3.8106 2.4526 1.4 -1.6 -0.9
H 0.7113 -1.7556 -2.4674 -0.1 1.4 1.9
C -5.8894 -7.5952 -3.2992 0.0 -0.1 0.1
H 4.3986 -0.4801 -1.8755 -2.2 -1.2 -0.9
H -8.0850 -6.8299 -5.5770 0.1 -0.1 0.1
C -6.4653 -8.8317 -3.4879 0.3 0.2 0.2
N 9.0932 6.8398 -1.1857 0.0 0.0 0.0
C -1.8529 5.3556 -1.8908 -0.2 0.0 0.0
C 2.2511 1.3874 -1.5802 0.5 -0.7 0.8
H 1.5199 -3.0435 4.8814 -1.2 0.4 2.2
H -1.8248 5.5189 -5.1852 0.1 0.0 0.2
H 8.1937 6.8206 0.7528 0.1 0.1 -0.1
C -0.8254 -0.8434 4.7743 1.1 3.2 0.8
H 2.3856 -0.4232 -0.2005 -0.5 0.2 -2.5
H 0.1176 0.0174 -2.2758 0.6 -2.2 1.8
H -0.6868 2.1797 1.8108 -1.6 0.6 -1.5
H 5.3015 3.7989 -0.7557 0.3 0.0 -0.3
N -6.5158 -6.7046 -4.1316 0.0 0.1 -0.1
H 1.2621 2.5997 6.7037 -1.1 -2.2 -0.9
H -2.1640 5.4243 -0.8569 0.0 0.0 -0.2
H 2.1777 -0.0789 7.0879 -2.1 0.5 -1.4
H -3.4217 4.6198 2.3961 0.1 -2.5 0.5
O -2.7456 -3.7163 -4.4987 0.4 -0.1 1.6
H 10.1046 7.5343 -2.9353 -0.1 0.1 0.2
N -0.3114 -3.8711 3.1297 0.2 -1.0 -0.8
C -7.4706 -8.6827 -4.4730 -0.2 0.3 -0.2
C 7.3359 3.7571 -3.2231 -0.1 0.4 0.1
C 9.0716 8.7334 -0.0217 -0.2 -0.2 0.2
H 1.7647 1.8795 -0.6169 0.9 -0.9 -2.1
C -1.6893 -1.9852 3.9264 0.4 0.0 2.4
H -6.1903 -9.7428 -2.9726 0.0 0.2 -0.1
C 8.7017 7.4072 -0.0010 -0.1 0.0 0.0
H -0.6623 -3.4549 -2.5707 0.6 -1.7 1.6
C -3.0295 2.4681 1.4615 0.2 0.1 0.6
C -1.2744 1.3630 -0.2768 0.4 0.6 -0.8
C -0.4362 -4.2695 -1.7368 -1.4 0.1 -1.0
H -6.3011 -5.7184 -4.2017 -0.1 -0.4 0.0
H -4.3055 2.0054 4.2147 -0.3 1.9 -0.9
C -4.5683 3.0162 3.6826 0.7 0.2 -0.5
H -3.5918 -5.6853 -4.0681 2.0 1.8 0.8
N -0.6091 4.8825 -2.2192 0.1 -0.1 0.1
H -2.7284 -1.6034 3.5495 2.3 -0.4 0.4
H -8.1188 -9.4571 -4.8624 0.1 0.2 0.1
H 3.4043 1.6807 -1.5843 -2.6 -0.5 -0.2
C 0.6640 -0.8743 -1.6999 2.3 0.8 -1.1
O 0.9346 -4.0439 -1.2548 -2.1 0.8 1.6
H -1.9316 -2.8333 4.7312 0.7 1.6 -2.1
C -2.5832 -4.7108 2.0193 -0.2 -1.3 -0.3
H -5.0906 -7.2735 -2.6445 -0.1 -0.1 -0.1
H -2.3083 1.3179 -0.8720 2.3 -0.3 1.3
H -6.5310 1.6725 4.6652 -0.1 -0.1 -2.6
H -1.4558 -5.6093 3.7878 0.6 1.2 -2.1
H -2.3392 3.4519 3.4069 -1.9 0.1 -1.2
H 10.1292 9.9107 -1.6059 -0.1 -0.2 0.1
C -0.5995 2.0019 5.2820 1.4 -4.7 0.4
H -3.7304 2.8236 0.5820 1.5 -1.1 1.6
C 2.1864 -0.2650 -1.3671 0.5 0.2 0.1
H -0.4806 1.8302 -1.0155 -1.6 -1.3 1.4
H 3.2510 -1.1458 -3.3100 0.3 0.2 2.4
N 5.9775 3.5718 -1.4734 -0.1 0.0 0.0
H -3.2696 1.3679 1.8256 0.2 2.2 -0.9
H 6.3504 1.5274 -0.9757 0.1 0.1 -0.1
C -0.8210 -0.1251 0.2247 0.1 -3.8 3.7
C -1.4483 2.4506 0.9627 -0.8 0.2 -0.1
C -3.3024 3.4842 2.7228 0.4 -0.1 0.5
```
Positions in Å, forces in eV/Å.

---

No. 2
Computed, not measured: a 2-piece molecular cluster, C2H4N2O overall at a distorted geometry, with the ωB97M-V functional and the def2-TZVPD basis.

Summary:
Maximum force (eV/A): 6.16
Frontier orbital gap (eV): 9.85
Charge: 0
E (eV): -7161.87685

Structure (XYZ):
```
9
Properties=species:S:1:pos:R:3:forces:R:3
H 2.3016 -0.1287 0.0084 1.0 1.2 0.7
N -2.4110 0.6449 -0.0210 -4.9 -2.3 -3.0
C -0.3215 0.8247 0.9469 2.9 0.5 1.3
O 1.2479 -1.6994 -0.4710 -0.2 -1.2 1.0
C 1.6821 -0.6092 -0.6959 -1.6 -1.2 -2.4
H 0.2432 0.9713 1.8436 -0.2 -0.3 0.1
N -1.3829 0.5718 0.5638 1.3 0.1 0.4
H -2.7263 -0.3096 -0.4580 0.8 2.0 1.3
H 1.3669 -0.2658 -1.7170 0.8 1.1 0.7
```
Positions in Å, forces in eV/Å.

---

No. 3
Computed, not measured: a 2-piece molecular cluster, C7H18NOSi overall at a distorted geometry, with the ωB97M-V functional and the def2-TZVPD basis.

Summary:
Maximum force (eV/A): 1.43
Frontier orbital gap (eV): 7.28
Charge: +1
E (eV): -18957.50424

Structure (XYZ):
```
28
Properties=species:S:1:pos:R:3:forces:R:3
H 0.6199 3.0331 -1.3104 0.0 -0.5 0.1
C 0.5755 1.2657 -0.5521 -0.2 0.0 -0.1
H 1.3192 0.6604 2.3317 0.0 0.2 0.1
C -2.6892 0.3115 -0.5326 0.4 -0.3 0.6
C 1.0543 -1.6891 -0.9522 0.4 0.6 0.3
H -1.8041 0.6358 2.5877 -0.1 -0.1 0.0
H 0.1669 -1.4602 -1.5342 -0.2 0.1 -0.1
H -0.8131 1.3550 1.2804 -0.3 -0.1 0.1
H -2.0505 -0.9395 0.8779 -0.1 0.1 -0.1
H -2.4891 1.8928 1.5392 0.0 -0.1 0.0
H -2.3719 -0.5320 -2.4273 0.1 0.1 0.0
O 1.1942 2.2726 -1.0795 0.4 0.5 -0.2
N -2.2478 0.0315 0.6487 -0.5 -0.2 -1.3
H 3.8537 0.3458 -1.3213 0.0 0.0 -0.2
Si 1.7574 -0.1646 -0.0317 0.2 -0.5 0.4
H 4.1744 -0.8289 -0.0591 0.0 -0.2 0.1
H 0.8079 -2.4860 -0.2591 0.0 -0.2 0.2
H 4.0037 0.8689 0.3444 0.0 0.1 0.1
H 1.7964 -2.0804 -1.6400 0.1 -0.1 -0.1
C -1.8240 1.0310 1.5775 0.5 0.9 0.8
H -2.8796 -1.7073 -1.1982 0.0 -0.1 0.0
H 0.4961 -0.8695 2.0683 -0.3 -0.1 0.0
H -2.8531 1.3549 -0.7701 0.1 0.1 0.2
C 1.3966 -0.3085 1.8472 0.2 0.1 -0.7
C 3.6218 0.0767 -0.2947 -0.7 0.1 0.0
H -4.0303 -0.5510 -1.9086 -0.1 0.0 0.1
H 2.2224 -0.8301 2.3214 0.1 -0.1 0.1
C -3.0078 -0.6888 -1.5531 0.0 -0.3 -0.2
```
Positions in Å, forces in eV/Å.

---

No. 4
Computed, not measured: a 2-piece molecular cluster, C10H16 overall at a distorted geometry, with the ωB97M-V functional and the def2-TZVPD basis.

Summary:
Maximum force (eV/A): 5.90
SMILES: Cc1ccccc1.CCC
Frontier orbital gap (eV): 10.02
Charge: 0
E (eV): -10627.84128

Structure (XYZ):
```
26
Properties=species:S:1:pos:R:3:forces:R:3
H 0.0618 0.7300 0.6809 -0.8 -0.3 1.6
C -0.3889 -2.2784 3.0765 -2.4 1.8 2.7
H 3.2396 2.6908 -1.3366 -0.2 0.0 0.6
H 0.1208 -2.9402 2.4791 2.2 -1.3 -0.7
H -2.6723 -2.0198 1.8247 0.0 0.0 0.9
C 2.3070 2.1334 -1.2240 0.9 1.1 -0.9
H -0.3224 -0.5329 -3.4970 -0.8 -2.7 0.2
H -0.7594 -0.1327 -1.3444 -0.6 -0.3 0.0
C 0.6850 0.9339 -2.5348 -0.9 0.2 -0.5
C 1.7157 1.8423 0.0023 -0.9 -0.8 -2.4
H -1.3376 -2.8448 3.2899 0.8 0.5 0.0
H -2.6581 -0.3755 1.6326 -1.3 1.8 -0.9
H 2.1098 2.1297 0.9552 0.1 0.1 0.2
H -0.4072 -0.0876 2.6584 0.7 1.0 0.0
C 0.5595 1.0707 -0.1638 0.1 -0.3 -0.1
C -0.7903 -0.9984 2.3014 -2.5 -4.9 -2.0
H 0.8686 0.2492 -4.5602 -0.4 -0.2 0.1
C 1.7723 1.7935 -2.4821 -0.5 -0.9 2.2
H -0.0366 -1.9653 4.0880 0.6 -0.9 -0.8
H -2.7704 -0.8986 3.3152 -0.3 -0.3 0.1
C 0.0441 0.5657 -1.3630 2.0 1.4 1.0
H 2.2590 2.1374 -3.3481 0.5 0.2 -1.0
H -0.5820 -1.3778 1.2175 0.2 1.9 1.5
C -2.3701 -1.0903 2.3288 1.9 0.2 -0.6
C 0.1013 0.3541 -3.7796 0.9 2.4 -1.5
H -0.7490 0.9116 -4.2169 0.5 0.2 0.3
```
Positions in Å, forces in eV/Å.

---

No. 5
Computed, not measured: an isolated molecule of CH4N2O3 at a distorted geometry, with the ωB97M-V functional and the def2-TZVPD basis.

Summary:
Maximum force (eV/A): 5.97
Spin multiplicity: 3
Frontier orbital gap (alpha / beta) (eV): 6.98 / 9.18
Charge: 0
Expectation value of S²: 2.008
E (eV): -10214.22124

Structure (XYZ):
```
10
Properties=species:S:1:pos:R:3:forces:R:3
O -2.1143 0.8854 0.5416 2.7 1.2 0.3
H 2.1214 1.3388 0.2455 -0.2 -2.5 -1.5
C -0.1579 -0.9153 -0.1332 2.1 -3.1 0.3
H 2.3306 -0.3712 0.0672 1.1 -2.4 0.9
H -1.1093 1.2399 0.4365 -2.6 -0.8 0.3
N 0.4446 0.4095 -0.1827 1.4 0.0 0.2
N 1.8351 0.3979 -0.2280 -3.4 4.9 0.6
H 0.3347 -1.9413 0.1579 -0.7 2.5 -0.3
O -2.2208 0.0900 -0.5727 0.4 -0.4 -0.4
O -1.4642 -1.1337 -0.3322 -0.8 0.5 -0.4
```
Positions in Å, forces in eV/Å.

---

No. 6
Computed, not measured: C11H21AlIN3O2P2 as an isolated structure at a distorted geometry, with the ωB97M-V functional and the def2-TZVPD basis.

Summary:
Maximum force (eV/A): 6.08
Frontier orbital gap (eV): 5.17
Charge: +2
E (eV): -53573.62074

Structure (XYZ):
```
41
Properties=species:S:1:pos:R:3:forces:R:3
H 3.3356 -0.7873 -2.8291 -0.1 0.0 0.2
C -2.3005 -4.2894 -0.6856 5.0 1.0 3.1
N 1.8512 5.4685 0.0813 -0.6 -2.6 0.2
H 1.4815 -2.1396 -4.0726 -0.2 -0.1 0.2
P 1.0252 -0.7365 -2.1297 0.5 0.3 -1.3
O 1.3590 -2.7499 1.4360 -2.4 3.7 -2.3
N 0.2276 1.2171 -0.1014 -0.4 -1.0 -0.1
H -3.0854 1.8853 2.5463 0.2 -0.2 -0.3
H -2.4572 -2.0527 2.7056 -0.1 0.0 0.1
H -1.7121 2.4485 1.5471 -0.2 -0.2 0.0
H -0.2215 -2.2723 -3.5164 0.1 0.0 -0.1
H -3.4304 -0.6940 3.3392 0.1 -0.1 -0.2
H -4.3355 -4.3066 -0.9453 0.1 -0.1 0.0
O -1.3295 -4.0192 -0.0958 -5.1 -1.3 -3.1
H -3.6441 -1.2661 1.6542 0.0 0.1 0.1
Al -0.5198 -0.5753 -0.2281 0.9 2.9 -0.2
H 1.1274 1.6128 -2.7379 -0.2 -0.3 -0.2
C 0.7762 0.7079 -3.2521 -0.3 -0.2 0.4
H 0.0171 -0.4297 3.5756 0.0 0.1 0.2
C -2.9209 -1.0947 2.4539 0.2 -0.1 -0.1
C 0.8217 -2.2033 -3.1987 0.0 0.1 0.2
H -1.3188 0.5874 4.2011 0.1 -0.1 -0.2
H -3.4755 -5.9041 -1.1491 0.0 0.1 0.0
H -0.0400 1.3069 3.1844 -0.1 -0.2 0.0
C 2.8250 -0.6123 -1.8748 -0.1 -0.1 0.5
H -0.2901 0.8134 -3.4854 0.3 0.1 -0.1
C 0.7741 -1.9160 0.8844 2.6 -4.0 2.5
C 0.8897 2.1751 0.1405 1.1 0.4 1.0
N 1.7025 3.0381 0.5700 -1.4 -1.8 -0.7
C -3.4448 -4.8195 -1.3385 -0.3 0.3 -0.3
H 3.0743 0.3914 -1.5116 0.0 -0.2 0.0
P -1.6179 0.0400 1.8583 -1.1 0.8 1.1
H -3.0973 1.6433 0.7568 0.0 0.1 0.3
C -2.4741 1.6654 1.6582 0.2 -0.3 -0.5
C -0.6453 0.4098 3.3544 0.4 -0.3 -0.3
H 1.3642 0.5673 -4.1713 -0.2 -0.1 0.3
H -3.3660 -4.5911 -2.4120 0.1 -0.1 0.1
H 1.0726 -3.0931 -2.6130 0.1 0.0 -0.2
H 3.1416 -1.3548 -1.1377 0.2 0.1 -0.1
I -2.6148 -0.7474 -1.5851 -0.3 -0.6 -0.1
C 1.6966 4.3152 0.2455 0.9 3.7 -0.2
```
Positions in Å, forces in eV/Å.